{
  "formula": "C51H48N8P3S2SeTi",
  "method": "the ωB97M-V functional and the def2-TZVPD basis",
  "lumo_energy_ev": [2.18, 1.79],
  "homo_ev": [-3.30, -4.27],
  "spin_multiplicity": 3,
  "gap_ev": [5.48, 6.06],
  "charge": -1,
  "s_squared": 2.038,
  "species": ["Ti", "S", "P", "C", "P", "S", "C", "C", "C", "C", "C", "C", "C", "C", "C", "C", "C", "C", "C", "C", "C", "C", "C", "C", "C", "C", "C", "C", "C", "C", "H", "H", "H", "H", "H", "H", "H", "H", "H", "H", "H", "H", "H", "H", "H", "H", "H", "H", "H", "H", "N", "C", "N", "C", "N", "N", "C", "C", "C", "C", "C", "C", "N", "C", "C", "C", "C", "C", "C", "H", "H", "H", "H", "H", "H", "H", "H", "H", "H", "H", "Se", "C", "C", "C", "C", "C", "C", "H", "H", "H", "H", "H", "C", "N", "C", "N", "C", "N", "C", "P", "C", "C", "H", "H", "H", "H", "H", "H", "H", "H", "H", "H", "H", "H"],
  "xyz": [[0.37, 0.03, -0.79], [-2.24, 1.56, 1.68], [-0.90, 0.17, 2.09], [0.62, 0.11, 1.22], [2.01, 0.95, 1.89], [2.99, 2.36, 0.91], [3.21, -0.40, 2.26], [4.49, -0.38, 1.74], [5.35, -1.46, 1.95], [4.93, -2.55, 2.70], [3.65, -2.57, 3.23], [2.79, -1.50, 3.01], [1.67, 1.74, 3.51], [2.16, 1.33, 4.74], [1.98, 2.15, 5.85], [1.35, 3.38, 5.73], [0.86, 3.78, 4.49], [1.02, 2.97, 3.39], [-0.88, 0.02, 3.94], [-0.41, -1.14, 4.56], [-0.47, -1.28, 5.94], [-1.02, -0.27, 6.72], [-1.53, 0.86, 6.11], [-1.46, 1.00, 4.73], [-1.63, -1.52, 1.92], [-3.00, -1.68, 2.16], [-3.55, -2.95, 2.27], [-2.74, -4.07, 2.15], [-1.38, -3.91, 1.92], [-0.83, -2.64, 1.81], [4.81, 0.48, 1.17], [6.35, -1.44, 1.53], [5.60, -3.38, 2.86], [3.32, -3.41, 3.82], [1.79, -1.51, 3.40], [2.68, 0.39, 4.84], [2.36, 1.84, 6.81], [1.23, 4.02, 6.59], [0.35, 4.74, 4.39], [0.66, 3.28, 2.41], [-0.03, -1.96, 3.97], [-0.09, -2.18, 6.41], [-1.07, -0.38, 7.80], [-1.99, 1.64, 6.70], [-1.88, 1.87, 4.25], [-3.61, -0.79, 2.27], [-4.61, -3.06, 2.46], [-3.17, -5.06, 2.24], [-0.74, -4.79, 1.84], [0.24, -2.51, 1.63], [-3.81, -0.82, -1.17], [-2.64, -0.17, -0.97], [-1.49, -0.76, -0.95], [-1.43, -2.14, -1.21], [-0.27, -2.73, -1.29], [0.75, -1.86, -1.12], [2.02, -2.24, -1.22], [2.92, -1.16, -1.38], [4.31, -1.29, -1.59], [5.03, -0.18, -1.95], [4.38, 1.05, -2.11], [3.04, 1.13, -1.81], [2.31, 0.07, -1.42], [-2.65, -2.90, -1.36], [-2.68, -4.29, -1.51], [-3.88, -4.96, -1.63], [-5.08, -4.25, -1.59], [-5.07, -2.88, -1.44], [-3.87, -2.20, -1.32], [-4.66, -0.30, -1.04], [-2.68, 0.90, -0.83], [2.31, -3.28, -1.30], [4.77, -2.26, -1.48], [6.10, -0.26, -2.12], [4.92, 1.94, -2.41], [2.51, 2.07, -1.88], [-1.74, -4.81, -1.52], [-3.89, -6.04, -1.75], [-6.02, -4.78, -1.67], [-6.00, -2.32, -1.41], [-0.34, 2.33, -1.53], [-0.38, 4.13, -0.85], [-1.57, 4.83, -0.96], [-1.62, 6.18, -0.64], [-0.47, 6.83, -0.20], [0.71, 6.12, -0.05], [0.76, 4.77, -0.37], [-2.46, 4.31, -1.29], [-2.54, 6.74, -0.75], [-0.51, 7.89, 0.03], [1.60, 6.62, 0.31], [1.67, 4.21, -0.24], [-0.77, 1.70, -6.20], [-1.87, 0.88, -5.68], [-1.82, -0.43, -6.31], [-0.54, -1.11, -6.14], [0.51, -0.25, -6.66], [0.54, 1.08, -6.05], [0.94, 1.00, -4.65], [-0.22, 0.01, -3.58], [-1.80, 0.79, -4.22], [-0.31, -1.47, -4.74], [-0.77, 2.65, -5.68], [-0.95, 1.86, -7.27], [-1.99, -0.30, -7.38], [-2.62, -1.05, -5.89], [0.33, -0.12, -7.74], [1.48, -0.73, -6.51], [0.99, 2.01, -4.23], [1.94, 0.55, -4.59], [-1.89, 1.78, -3.79], [-2.65, 0.19, -3.87], [-1.12, -2.13, -4.40], [0.62, -2.04, -4.66]],
  "lowdin_spin": [0.9006, 0.0042, 0.0026, -0.0015, -0.0002, 0.0025, 0.0004, 0.0004, 0.0003, 0.0004, 0.0011, 0.0015, -0.0002, -0.0001, 0.0001, -0.0001, 0.0001, -0.0001, 0.0004, 0.0001, 0.0000, 0.0000, 0.0000, 0.0002, 0.0015, -0.0002, 0.0004, -0.0001, 0.0003, 0.0003, 0.0000, 0.0001, 0.0000, 0.0000, 0.0000, 0.0000, 0.0000, 0.0000, 0.0000, 0.0000, 0.0000, 0.0000, 0.0000, 0.0000, 0.0002, 0.0000, 0.0000, 0.0000, 0.0000, -0.0001, 0.0316, 0.0420, 0.0268, 0.1085, -0.0567, 0.1513, 0.2320, 0.0768, 0.0585, 0.0350, 0.0936, 0.0183, 0.1100, 0.0043, 0.0264, 0.0013, 0.0307, 0.0010, 0.0202, 0.0010, 0.0019, 0.0147, 0.0013, 0.0001, 0.0056, -0.0004, 0.0011, -0.0006, 0.0021, -0.0008, 0.0232, 0.0036, 0.0018, -0.0001, 0.0009, 0.0002, 0.0016, 0.0008, 0.0000, 0.0001, 0.0000, 0.0002, 0.0000, 0.0010, 0.0001, 0.0003, 0.0000, 0.0001, 0.0002, 0.0080, 0.0027, 0.0007, 0.0000, 0.0000, 0.0000, 0.0000, 0.0000, 0.0000, 0.0002, 0.0001, 0.0005, 0.0003, 0.0006, 0.0005]
}